1.
{"formula": "C25H43LuN4O3PSi", "method": "ωB97M-V/def2-TZVPD", "e_tot_ev": -89512.0658, "de_lowest_kcal_mol": 0.0, "gap_ev": 7.739, "lumo_ev": -2.0, "total_charge": 1, "elements": ["Lu", "C", "N", "C", "P", "O", "N", "C", "C", "N", "C", "C", "H", "H", "H", "H", "H", "H", "H", "H", "H", "H", "H", "H", "H", "H", "H", "H", "H", "H", "O", "C", "C", "C", "C", "C", "C", "N", "H", "H", "H", "H", "H", "H", "H", "H", "H", "H", "H", "C", "C", "C", "C", "C", "C", "Si", "C", "C", "C", "C", "C", "C", "H", "H", "H", "H", "H", "H", "H", "H", "H", "H", "H", "C", "O", "H", "H", "H"], "positions_angstrom": [[-17.843, 4.598, -4.519], [-22.028, 2.943, -4.403], [-20.983, 3.526, -3.549], [-20.201, 2.522, -2.777], [-20.827, 5.127, -3.277], [-19.390, 5.568, -3.388], [-21.513, 5.413, -1.826], [-22.241, 4.448, -1.030], [-21.479, 6.788, -1.315], [-21.729, 5.973, -4.377], [-21.186, 6.388, -5.696], [-23.185, 6.119, -4.257], [-22.774, 2.448, -3.770], [-21.521, 2.193, -5.014], [-22.490, 3.630, -5.083], [-20.870, 1.963, -2.119], [-19.459, 3.026, -2.117], [-19.714, 1.794, -3.449], [-22.673, 3.616, -1.596], [-23.072, 4.982, -0.607], [-21.629, 3.990, -0.243], [-20.896, 7.442, -1.966], [-21.060, 6.793, -0.306], [-22.519, 7.162, -1.275], [-20.090, 6.417, -5.686], [-21.506, 7.415, -5.927], [-21.496, 5.719, -6.492], [-23.550, 5.794, -3.294], [-23.722, 5.560, -5.038], [-23.433, 7.155, -4.439], [-17.064, 6.521, -5.019], [-17.170, 7.624, -4.393], [-17.740, 8.810, -5.096], [-16.714, 9.940, -5.223], [-16.531, 10.759, -3.939], [-16.071, 9.998, -2.700], [-16.954, 8.840, -2.269], [-16.762, 7.698, -3.155], [-18.620, 9.180, -4.566], [-18.072, 8.426, -6.057], [-17.079, 10.565, -6.036], [-15.757, 9.542, -5.555], [-17.443, 11.306, -3.717], [-15.776, 11.523, -4.161], [-16.064, 10.707, -1.873], [-15.029, 9.628, -2.856], [-18.027, 9.054, -2.224], [-16.684, 8.493, -1.273], [-16.347, 6.856, -2.806], [-18.533, 5.457, -11.160], [-19.789, 5.069, -10.731], [-19.968, 4.448, -9.515], [-18.880, 4.206, -8.674], [-17.611, 4.612, -9.111], [-17.428, 5.221, -10.340], [-19.151, 3.417, -6.914], [-18.693, 1.572, -6.886], [-17.404, 1.182, -6.576], [-17.037, -0.142, -6.473], [-18.009, -1.122, -6.629], [-19.297, -0.754, -6.923], [-19.634, 0.573, -7.050], [-18.449, 5.935, -12.114], [-20.635, 5.171, -11.391], [-20.973, 4.149, -9.245], [-16.763, 4.420, -8.465], [-16.453, 5.514, -10.712], [-20.693, 3.442, -6.838], [-16.656, 1.938, -6.451], [-16.029, -0.431, -6.226], [-17.735, -2.161, -6.547], [-20.065, -1.497, -7.011], [-20.679, 0.819, -7.259], [-15.722, 3.145, -2.552], [-16.628, 4.002, -3.134], [-15.619, 2.185, -3.087], [-16.050, 2.952, -1.542], [-14.725, 3.646, -2.565]], "lowdin_charge": [1.523, -0.087, -0.308, -0.078, 0.499, -0.423, -0.308, -0.088, -0.080, -0.277, -0.080, -0.084, 0.092, 0.065, 0.057, 0.083, 0.092, 0.093, 0.079, 0.083, 0.096, 0.075, 0.092, 0.094, 0.048, 0.095, 0.065, 0.076, 0.090, 0.084, -0.173, -0.442, -0.087, -0.164, -0.195, -0.174, -0.145, 0.124, 0.134, 0.128, 0.119, 0.125, 0.115, 0.119, 0.116, 0.137, 0.130, 0.130, 0.151, -0.087, -0.102, -0.137, -0.346, -0.133, -0.089, 0.634, -0.391, -0.158, -0.082, -0.085, -0.095, -0.132, 0.097, 0.101, 0.087, 0.084, 0.102, -0.043, 0.070, 0.102, 0.104, 0.102, 0.099, -0.228, -0.528, 0.079, 0.068, 0.088]}

2.
{"formula": "C4H9N3S", "method": "ωB97M-V/def2-TZVPD", "e_tot_ev": -19598.4246, "de_lowest_kcal_mol": 27.9, "gap_ev": 8.752, "lumo_ev": 0.8, "smiles": "C=CCN(N)C(N)=S", "elements": ["C", "C", "C", "N", "N", "C", "N", "S", "H", "H", "H", "H", "H", "H", "H", "H", "H"], "positions_angstrom": [[2.561, -0.736, -0.461], [1.306, -1.097, -0.369], [0.426, -0.738, 0.797], [-0.573, 0.263, 0.459], [-0.131, 1.575, 0.144], [-1.806, -0.053, -0.019], [-2.545, 0.949, -0.495], [-2.431, -1.644, 0.025], [3.131, -0.182, 0.402], [3.145, -0.958, -1.330], [0.775, -1.660, -1.172], [-0.101, -1.594, 1.189], [1.024, -0.297, 1.650], [0.233, 2.030, 0.970], [0.653, 1.514, -0.496], [-3.521, 0.756, -0.705], [-2.147, 1.871, -0.587]], "lowdin_charge": [-0.017, -0.186, -0.220, -0.203, 0.076, -0.877, 0.078, 0.526, 0.102, 0.041, 0.119, 0.064, 0.134, 0.094, 0.084, 0.097, 0.087]}

3.
{"formula": "C23H70O12", "method": "ωB97M-V/def2-TZVPD", "e_tot_ev": -49542.1666, "gap_ev": [9.144, 2.247], "lumo_ev": [-2.4, -9.3], "total_charge": 1, "spin_multiplicity": 2, "elements": ["C", "O", "H", "H", "H", "H", "C", "C", "O", "H", "H", "H", "H", "H", "H", "C", "C", "O", "H", "H", "H", "H", "H", "H", "C", "C", "O", "H", "H", "H", "H", "H", "H", "C", "C", "O", "H", "H", "H", "H", "H", "H", "C", "C", "O", "H", "H", "H", "H", "H", "H", "C", "C", "O", "H", "H", "H", "H", "H", "H", "C", "C", "O", "H", "H", "H", "H", "H", "H", "C", "C", "O", "H", "H", "H", "H", "H", "H", "C", "C", "O", "H", "H", "H", "H", "H", "H", "C", "C", "O", "H", "H", "H", "H", "H", "H", "C", "C", "O", "H", "H", "H", "H", "H", "H"], "positions_angstrom": [[0.193, 4.300, 2.030], [0.445, 5.505, 2.724], [0.254, 4.392, 0.945], [0.931, 3.514, 2.190], [-0.834, 3.945, 2.122], [1.193, 5.895, 2.264], [-1.370, -2.453, -1.644], [-2.415, -2.305, -0.584], [-2.925, -3.653, -0.375], [-1.767, -2.764, -2.610], [-0.595, -3.199, -1.469], [-0.918, -1.472, -1.786], [-3.219, -1.618, -0.848], [-1.992, -1.873, 0.324], [-3.378, -3.944, -1.170], [5.138, -2.076, 3.303], [4.416, -1.548, 2.075], [5.173, -0.521, 1.446], [4.535, -2.808, 3.841], [5.332, -1.288, 4.031], [6.062, -2.589, 3.033], [3.489, -1.046, 2.351], [4.184, -2.256, 1.279], [5.093, 0.273, 1.981], [4.394, -1.979, -3.182], [3.816, -1.813, -1.775], [2.501, -2.142, -1.795], [4.115, -1.150, -3.831], [4.030, -2.896, -3.645], [5.482, -2.025, -3.123], [3.916, -0.871, -1.237], [4.293, -2.574, -1.156], [2.241, -2.491, -0.940], [-0.003, 0.010, -5.284], [0.392, -0.936, -4.176], [1.610, -1.564, -4.445], [-0.059, -0.463, -6.264], [0.735, 0.804, -5.401], [-0.999, 0.426, -5.134], [-0.400, -1.681, -4.100], [0.390, -0.412, -3.220], [2.022, -1.761, -3.601], [2.520, 2.628, -3.525], [3.360, 1.719, -2.735], [4.642, 1.858, -3.159], [2.893, 3.645, -3.401], [1.472, 2.612, -3.225], [2.503, 2.386, -4.588], [2.954, 0.729, -2.940], [3.309, 1.952, -1.672], [5.157, 1.433, -2.469], [0.547, -0.088, 0.965], [0.289, 1.052, -0.059], [-1.008, 1.583, 0.185], [-0.016, -1.011, 0.827], [0.352, 0.208, 1.996], [1.550, -0.511, 0.914], [0.463, 0.583, -1.027], [1.100, 1.781, -0.057], [-1.237, 2.144, -0.560], [0.202, 1.468, 5.264], [-0.491, 0.693, 6.446], [0.348, 0.869, 7.525], [0.394, 2.516, 5.498], [-0.564, 1.571, 4.496], [1.132, 0.997, 4.948], [-0.621, -0.349, 6.154], [-1.505, 1.070, 6.578], [-0.152, 0.803, 8.342], [-3.346, 3.624, -3.209], [-2.119, 2.681, -2.990], [-1.376, 3.182, -1.925], [-4.165, 3.471, -2.508], [-3.718, 3.518, -4.229], [-3.005, 4.659, -3.172], [-1.473, 2.704, -3.867], [-2.345, 1.630, -2.806], [-0.956, 4.005, -2.185], [-4.977, 1.069, -0.837], [-6.271, 1.852, -1.128], [-7.236, 0.853, -1.353], [-5.063, 0.478, 0.075], [-4.125, 1.740, -0.727], [-4.886, 0.410, -1.700], [-6.251, 2.444, -2.043], [-6.506, 2.474, -0.264], [-7.091, 0.489, -2.229], [1.208, -5.776, 1.276], [0.371, -4.626, 0.802], [1.142, -3.436, 0.641], [0.537, -6.614, 1.461], [1.655, -5.543, 2.243], [1.994, -5.984, 0.549], [-0.521, -4.430, 1.397], [0.011, -4.910, -0.187], [1.297, -3.062, 1.512], [-3.800, 0.092, 4.469], [-2.690, 0.015, 3.381], [-2.578, 1.292, 2.755], [-4.037, -0.876, 4.909], [-4.755, 0.512, 4.151], [-3.452, 0.698, 5.306], [-2.922, -0.802, 2.697], [-1.737, -0.314, 3.796], [-1.911, 1.249, 2.067]], "lowdin_charge": [-0.184, -0.093, 0.059, 0.071, 0.081, 0.075, -0.097, -0.259, -0.076, 0.077, 0.068, 0.050, 0.106, 0.097, 0.081, -0.071, -0.324, -0.094, 0.073, 0.080, 0.081, 0.095, 0.094, 0.083, -0.049, -0.330, -0.073, 0.063, 0.090, 0.096, 0.114, 0.123, 0.071, -0.010, -0.191, 0.254, 0.102, 0.088, 0.092, 0.171, 0.125, 0.070, -0.082, -0.402, -0.018, 0.094, 0.063, 0.079, 0.082, 0.125, 0.099, -0.053, -0.278, -0.075, 0.045, 0.072, 0.052, 0.078, 0.102, 0.023, -0.068, -0.336, -0.061, 0.074, 0.040, 0.066, 0.098, 0.099, 0.091, -0.041, -0.297, -0.097, 0.055, 0.075, 0.079, 0.097, 0.107, 0.113, -0.088, -0.311, -0.082, 0.080, 0.058, 0.063, 0.100, 0.119, 0.081, -0.078, -0.314, -0.106, 0.086, 0.077, 0.083, 0.122, 0.104, 0.084, -0.065, -0.310, -0.085, 0.072, 0.074, 0.053, 0.093, 0.083, 0.026]}

Number 1: maximum force 0.037 hartree/bohr. Number 2: maximum force 0.053 hartree/bohr. Number 3: maximum force 0.067 hartree/bohr.